No. 1
{"formula": "C7H14", "method": "wB97M-V/def2-TZVPD", "lumo_energy_ev": 1.061, "e_homo_ev": -9.44, "e_above_lowest_ev": 0.800, "homo_lumo_gap_ev": 10.5, "total_charge": 0, "total_energy_ev": -7485.494, "species": ["C", "C", "C", "C", "C", "C", "C", "H", "H", "H", "H", "H", "H", "H", "H", "H", "H", "H", "H", "H", "H"], "coordinates": [[-1.6439, -1.1242, -0.3180], [-0.5348, -0.2625, -0.8785], [-0.1849, 1.0793, -0.2748], [-1.1140, 1.7095, 0.7450], [0.7473, -0.1075, -0.1040], [0.9383, -0.8020, 1.2285], [1.9791, -0.1300, -0.9942], [-1.4173, -2.1802, -0.5069], [-2.6144, -0.9001, -0.7732], [-1.7495, -1.0094, 0.7644], [-0.4129, -0.3645, -1.9577], [0.2510, 1.8211, -0.9405], [-2.0266, 2.0516, 0.2365], [-0.6647, 2.5856, 1.2237], [-1.4336, 1.0220, 1.5334], [1.8921, -0.4963, 1.6746], [0.9622, -1.8930, 1.1092], [0.1502, -0.5593, 1.9475], [1.8216, 0.4792, -1.8924], [2.8808, 0.2372, -0.4903], [2.1740, -1.1565, -1.3324]], "forces_ev_per_angstrom": [[0.0, 0.0, 0.0], [0.0, -0.1, -0.1], [0.0, 0.1, 0.0], [0.0, 0.0, 0.1], [0.1, 0.0, 0.0], [0.0, 0.0, 0.0], [0.0, 0.0, 0.0], [-0.1, 0.1, 0.0], [0.1, 0.0, 0.0], [0.0, 0.0, -0.2], [0.0, 0.0, 0.2], [-0.3, -0.1, -0.2], [0.2, -0.1, 0.1], [0.0, -0.2, 0.0], [0.1, 0.1, -0.1], [-0.1, 0.0, 0.0], [0.0, 0.2, 0.0], [0.1, -0.1, -0.1], [0.0, -0.1, 0.2], [-0.1, 0.0, 0.0], [0.0, 0.1, 0.1]], "lowdin_charge": [-0.066, -0.260, -0.238, -0.064, -0.471, -0.037, -0.049, 0.081, 0.078, 0.064, 0.134, 0.128, 0.083, 0.074, 0.062, 0.081, 0.087, 0.069, 0.080, 0.079, 0.087]}

No. 2
{"formula": "C40H54BrF4N9SSiSr", "method": "wB97M-V/def2-TZVPD", "lumo_energy_ev": -0.502, "e_homo_ev": -7.42, "e_above_lowest_ev": 0.054, "homo_lumo_gap_ev": 6.9, "total_charge": 0, "total_energy_ev": -156233.779, "species": ["Sr", "C", "N", "C", "C", "C", "N", "C", "C", "F", "C", "F", "C", "C", "F", "C", "F", "H", "H", "H", "H", "H", "H", "H", "H", "H", "H", "H", "C", "C", "C", "C", "N", "C", "C", "C", "C", "C", "C", "N", "H", "H", "H", "H", "H", "H", "H", "H", "N", "C", "C", "C", "N", "C", "N", "S", "C", "N", "C", "C", "C", "N", "H", "H", "H", "H", "H", "H", "H", "H", "C", "C", "C", "C", "Si", "Br", "C", "C", "C", "C", "C", "C", "C", "C", "H", "H", "H", "H", "H", "H", "H", "H", "H", "H", "H", "H", "H", "H", "H", "H", "H", "H", "H", "H", "H", "H", "H", "H", "H", "H", "H"], "coordinates": [[-0.4788, 0.6268, -0.1347], [-2.5326, -2.0818, 1.6952], [-1.4030, -1.1625, 1.6364], [-1.3951, -0.3198, 2.8382], [-0.1215, -1.8917, 1.5535], [0.1447, -2.5331, 0.1918], [0.7800, -1.5475, -0.6809], [1.2477, -1.9548, -1.8832], [2.0700, -1.0571, -2.6101], [2.3738, 0.1233, -2.0257], [2.5439, -1.3134, -3.8728], [3.3033, -0.3846, -4.4775], [2.2660, -2.5014, -4.5295], [1.4842, -3.4051, -3.8419], [1.1553, -4.5720, -4.4273], [0.9914, -3.1589, -2.5741], [0.1776, -4.1012, -2.0352], [-3.4611, -1.5137, 1.7590], [-2.4642, -2.7394, 2.5738], [-2.5725, -2.7033, 0.8020], [-0.7164, 0.5309, 2.7154], [-1.0517, -0.8799, 3.7179], [-2.3953, 0.0611, 3.0389], [-0.0794, -2.6403, 2.3589], [0.6690, -1.1586, 1.7502], [-0.7977, -2.9171, -0.2159], [0.7795, -3.4147, 0.3496], [2.6447, -2.7093, -5.5180], [-2.2653, -2.2629, -3.6185], [-3.5295, -2.6291, -3.1912], [-4.1246, -1.9152, -2.1647], [-3.4338, -0.8597, -1.5768], [-2.1924, -0.5386, -1.9600], [-1.6413, -1.2115, -2.9696], [-4.0455, -0.0215, -0.5022], [-5.4042, -0.0883, -0.2149], [-5.9294, 0.7063, 0.7927], [-5.0864, 1.5589, 1.4810], [-3.7514, 1.5806, 1.1098], [-3.2322, 0.8170, 0.1519], [-1.7581, -2.7832, -4.4189], [-4.0508, -3.4584, -3.6508], [-5.1105, -2.1913, -1.8223], [-0.6511, -0.8940, -3.2732], [-6.0578, -0.7404, -0.7746], [-6.9848, 0.6597, 1.0272], [-5.4232, 2.2042, 2.2808], [-3.0716, 2.2505, 1.6128], [-0.7404, 3.1106, 0.6428], [-0.9381, 3.4636, 1.7346], [-1.1684, 3.8694, 3.0434], [-0.0965, 4.2486, 3.8861], [0.7766, 4.5570, 4.5737], [-2.4960, 3.7715, 3.5208], [-3.5833, 3.6966, 3.9065], [1.9939, 1.4707, 1.3966], [3.2083, 0.2767, 1.4674], [4.2658, 0.4782, 2.2699], [5.3850, -0.4415, 2.3910], [4.9055, -1.8558, 2.1032], [4.1844, -1.8646, 0.7665], [3.1480, -0.8439, 0.7580], [4.2539, 1.3409, 2.7873], [5.7883, -0.3599, 3.3995], [6.1805, -0.1681, 1.6906], [4.2240, -2.1812, 2.8920], [5.7526, -2.5404, 2.0805], [3.7091, -2.8273, 0.5769], [4.8952, -1.6863, -0.0472], [2.3383, -0.9600, 0.1282], [-3.4442, 2.1599, -4.2633], [-2.7679, 3.4104, -3.6829], [-3.5539, 4.6408, -4.1644], [-2.9070, 3.2943, -2.1596], [-0.9270, 3.5453, -4.2042], [0.2086, 1.9084, -3.0722], [-0.0677, 5.1629, -3.6458], [1.4589, 5.0049, -3.5447], [-0.3695, 6.2954, -4.6423], [-0.5375, 5.5932, -2.2470], [-0.6125, 3.0764, -6.0385], [0.8314, 3.3976, -6.4509], [-1.5573, 3.8724, -6.9561], [-0.8177, 1.5765, -6.3127], [-4.4599, 2.0944, -3.8577], [-2.9191, 1.2452, -3.9789], [-3.5297, 2.1893, -5.3492], [-4.6114, 4.5004, -3.9179], [-3.4865, 4.7861, -5.2462], [-3.2289, 5.5586, -3.6783], [-3.9724, 3.2864, -1.8998], [-2.4350, 4.1012, -1.6044], [-2.4846, 2.3545, -1.8098], [1.9273, 4.6861, -4.4725], [1.7363, 4.2970, -2.7639], [1.8864, 5.9759, -3.2754], [0.0745, 6.1116, -5.6230], [0.0625, 7.2255, -4.2599], [-1.4381, 6.4656, -4.7805], [-0.3638, 4.8201, -1.4968], [-1.5896, 5.8719, -2.2177], [0.0377, 6.4749, -1.9471], [1.0430, 4.4672, -6.4381], [0.9887, 3.0469, -7.4759], [1.5590, 2.8904, -5.8142], [-1.4730, 4.9512, -6.8122], [-2.6023, 3.5946, -6.8155], [-1.3028, 3.6607, -7.9995], [-0.0964, 0.9657, -5.7685], [-0.6599, 1.3989, -7.3815], [-1.8163, 1.2234, -6.0666]], "forces_ev_per_angstrom": [[-0.2, 0.3, -0.4], [0.0, 0.0, 0.0], [0.2, 0.0, 0.1], [0.0, 0.0, 0.0], [-0.1, -0.1, 0.1], [0.0, 0.0, 0.1], [-0.1, -0.1, -0.1], [-0.1, 0.1, 0.0], [0.0, -0.1, 0.0], [0.0, 0.0, 0.1], [0.0, 0.0, 0.0], [0.0, 0.0, 0.0], [0.0, 0.0, 0.0], [0.0, 0.0, 0.0], [0.0, 0.0, 0.0], [0.0, 0.0, 0.0], [0.0, 0.0, 0.0], [0.0, 0.0, 0.0], [0.0, 0.0, 0.0], [0.0, 0.0, 0.0], [0.1, 0.0, 0.0], [-0.1, 0.0, 0.0], [0.0, 0.0, 0.0], [0.0, 0.0, 0.0], [0.1, -0.1, 0.1], [0.0, 0.0, 0.0], [0.0, 0.0, 0.0], [0.0, 0.0, 0.0], [0.0, 0.0, 0.0], [0.0, 0.0, 0.0], [0.0, 0.0, 0.0], [0.0, 0.0, 0.0], [0.0, 0.0, 0.0], [0.0, 0.0, 0.0], [0.0, 0.1, 0.0], [0.0, 0.0, 0.0], [0.0, 0.0, 0.0], [0.0, 0.0, 0.0], [0.0, 0.0, 0.0], [0.0, -0.1, 0.0], [0.0, 0.0, 0.0], [0.0, 0.0, 0.0], [0.0, 0.0, 0.0], [0.0, 0.0, 0.0], [0.0, 0.0, 0.0], [0.0, 0.0, 0.0], [0.0, 0.0, 0.0], [0.0, 0.0, 0.0], [-0.2, -0.1, 0.0], [0.3, 0.1, 0.0], [-0.2, -0.2, -0.1], [0.0, 0.0, 0.0], [0.0, 0.0, 0.0], [0.1, 0.2, 0.2], [0.0, -0.1, -0.1], [-0.1, 0.0, 0.1], [0.0, 0.0, -0.1], [0.0, 0.0, 0.0], [0.0, 0.0, 0.0], [0.0, 0.0, 0.0], [0.0, 0.0, 0.0], [0.2, 0.0, 0.0], [0.0, 0.0, 0.0], [0.0, 0.0, 0.0], [0.0, 0.0, 0.0], [0.0, 0.0, 0.0], [0.0, 0.0, 0.0], [0.0, 0.0, 0.0], [0.0, 0.0, 0.0], [-0.1, -0.1, 0.1], [0.0, 0.0, 0.0], [0.0, 0.0, 0.0], [0.0, 0.0, -0.1], [0.0, 0.1, 0.0], [0.0, 0.0, 0.0], [-0.1, 0.0, 0.0], [0.0, 0.0, 0.0], [0.0, 0.0, 0.0], [0.0, 0.0, 0.0], [0.0, 0.1, 0.0], [0.0, 0.0, 0.0], [0.0, 0.0, 0.0], [0.0, 0.0, 0.0], [0.0, 0.0, 0.0], [0.0, 0.0, 0.0], [0.0, 0.0, 0.0], [0.0, 0.0, 0.0], [0.0, 0.0, 0.0], [0.0, 0.0, 0.1], [0.0, 0.1, 0.0], [0.0, 0.0, 0.0], [-0.1, -0.1, 0.0], [0.0, -0.1, 0.1], [0.0, 0.0, 0.0], [0.0, 0.0, 0.0], [0.0, 0.0, 0.0], [0.0, 0.0, 0.1], [0.0, 0.0, 0.0], [0.0, 0.0, 0.0], [0.0, 0.0, 0.0], [0.0, 0.0, 0.0], [0.0, 0.0, 0.0], [0.0, -0.1, 0.0], [0.0, 0.0, 0.0], [0.0, 0.0, 0.0], [0.0, 0.0, 0.0], [0.0, 0.0, 0.0], [0.0, 0.0, 0.0], [0.0, 0.0, 0.0], [0.0, 0.0, 0.0], [0.0, 0.0, 0.0]], "lowdin_charge": [1.111, -0.080, -0.352, -0.091, -0.225, -0.234, -0.143, -0.241, -0.205, 0.000, -0.232, 0.085, 0.050, -0.233, 0.080, -0.164, 0.061, 0.081, 0.100, 0.080, 0.057, 0.102, 0.086, 0.128, 0.075, 0.097, 0.122, 0.129, -0.029, -0.037, -0.005, -0.220, 0.054, -0.147, -0.236, -0.010, -0.042, -0.028, -0.127, 0.053, 0.116, 0.114, 0.105, 0.076, 0.104, 0.113, 0.103, 0.065, 0.048, -0.259, -0.283, -0.249, 0.123, -0.261, 0.129, 0.589, -0.818, 0.009, -0.171, -0.163, -0.161, 0.020, 0.121, 0.122, 0.122, 0.122, 0.117, 0.122, 0.126, 0.060, -0.094, -0.610, -0.081, -0.116, 0.520, 0.613, -0.624, -0.116, -0.088, -0.097, -0.628, -0.103, -0.089, -0.113, 0.090, 0.060, 0.067, 0.090, 0.067, 0.068, 0.095, 0.053, 0.020, 0.059, 0.054, 0.089, 0.064, 0.090, 0.069, 0.058, 0.068, 0.092, 0.064, 0.089, 0.075, 0.069, 0.064, 0.089, 0.049, 0.088, 0.057]}